ORCA calculation (ωB97M-V with the def2-TZVPD basis set) on a cluster of 3 separate species, C24H46N2O5S in total.

Values from the calculation:
Orbital gap = 8.709 eV

Last column: Löwdin charge in e.
Cartesian coordinates (Å):
C -4.547 4.371 0.131  0.041
C -5.150 4.210 -1.231  -0.527
O -5.495 3.157 -1.704  0.109
O -5.309 5.387 -1.888  0.000
C -5.011 5.413 -3.292  -0.129
C -3.856 4.562 -3.739  -0.245
O -2.670 4.912 -3.008  -0.332
S -1.357 4.214 -3.740  0.929
O -0.863 5.158 -4.709  -0.365
O -0.343 4.383 -2.492  -0.297
C -0.779 4.192 -1.135  -0.174
C -1.022 2.762 -0.735  -0.201
C -0.141 2.122 0.128  -0.033
C -0.389 0.819 0.525  -0.084
C -1.505 0.137 0.072  -0.036
C -2.402 0.759 -0.793  -0.250
C -3.649 0.073 -1.276  -0.038
C -2.142 2.066 -1.183  -0.009
H -3.475 4.202 0.074  0.069
H -5.019 3.686 0.829  0.095
H -4.703 5.388 0.486  0.092
H -4.827 6.458 -3.528  0.137
H -5.890 5.099 -3.859  0.136
H -3.709 4.784 -4.800  0.125
H -4.089 3.499 -3.672  0.112
H 0.029 4.596 -0.529  0.128
H -1.657 4.799 -0.933  0.103
H 0.729 2.641 0.510  0.114
H 0.295 0.330 1.207  0.085
H -1.703 -0.877 0.396  0.109
H -4.493 0.366 -0.650  0.085
H -3.896 0.388 -2.288  0.080
H -3.559 -1.010 -1.224  0.076
H -2.843 2.560 -1.844  0.093
C 4.075 -4.437 -1.922  -0.089
C 3.362 -3.170 -2.370  -0.272
N 2.876 -2.367 -1.263  -0.199
C 1.967 -1.308 -1.656  -0.250
C 2.497 -0.165 -2.532  -0.075
C 3.873 -1.998 -0.273  -0.256
C 5.099 -1.202 -0.742  -0.077
H 3.432 -5.036 -1.275  0.078
H 4.337 -5.037 -2.794  0.072
H 5.000 -4.222 -1.386  0.064
H 2.493 -3.456 -2.969  0.117
H 4.030 -2.609 -3.043  0.102
H 1.536 -0.883 -0.746  0.086
H 1.129 -1.776 -2.182  0.114
H 3.119 0.530 -1.969  0.056
H 1.656 0.408 -2.926  0.069
H 3.072 -0.532 -3.383  0.067
H 4.227 -2.914 0.208  0.101
H 3.369 -1.448 0.527  0.102
H 5.508 -1.595 -1.673  0.067
H 5.886 -1.265 0.013  0.072
H 4.876 -0.146 -0.885  0.055
C 0.731 -3.069 1.414  -0.085
C 0.439 -3.576 2.816  -0.266
N 1.479 -3.231 3.770  -0.197
C 1.344 -3.916 5.042  -0.251
C 0.118 -3.604 5.910  -0.086
C 1.820 -1.822 3.838  -0.242
C 0.706 -0.822 4.184  -0.082
H 1.694 -3.430 1.052  0.070
H -0.038 -3.422 0.725  0.080
H 0.733 -1.979 1.363  0.039
H 0.366 -4.666 2.787  0.118
H -0.556 -3.211 3.123  0.100
H 2.250 -3.729 5.626  0.111
H 1.349 -4.990 4.831  0.109
H 0.198 -2.634 6.400  0.055
H 0.029 -4.354 6.698  0.069
H -0.808 -3.623 5.334  0.065
H 2.247 -1.533 2.874  0.088
H 2.641 -1.712 4.551  0.115
H -0.218 -1.039 3.646  0.064
H 1.018 0.186 3.903  0.068
H 0.483 -0.803 5.249  0.055

---

ORCA calculation (ωB97M-V with the def2-TZVPD basis set) on a structure of composition C11H28NO20S4V2.

Values from the calculation:
Energy above the lowest of the compared OMol25 structures with the same formula, charge and spin = 257.5 kJ/mol
Orbital gap = 5.873 eV
Net charge = +1

Last column: Löwdin charge in e.
Cartesian coordinates (Å):
O -1.883 -3.177 -2.574  -0.260
V -0.990 -2.148 -1.729  0.972
O 0.403 -1.916 -2.454  -0.283
O 0.145 1.562 3.414  -0.221
V -1.403 1.230 3.719  1.235
O -2.178 2.163 2.786  -0.194
N -1.222 -0.758 0.640  -0.607
O -0.211 -0.866 0.112  0.037
O -1.283 -0.639 1.867  -0.019
O -2.170 -1.105 -0.020  0.016
C -0.092 4.613 -0.899  -0.186
C 1.393 5.004 -0.671  -0.222
O 2.171 3.880 -0.704  -0.171
S 1.289 2.564 -1.236  0.722
O 0.790 1.849 -0.089  -0.242
O 1.913 1.871 -2.300  -0.190
O 0.047 3.568 -1.824  -0.199
H -0.643 5.494 -1.227  0.140
H -0.576 4.195 -0.017  0.119
H 1.534 5.632 0.208  0.135
H 1.775 5.711 -1.408  0.134
O 0.218 -6.142 0.830  -0.262
S -0.197 -4.737 1.010  0.768
O -0.457 -3.969 -0.228  -0.328
O -1.622 -4.788 1.909  -0.245
C -1.597 -5.602 3.057  -0.312
C -2.912 -5.707 3.803  -0.066
C 0.898 -3.846 2.174  -0.085
H -0.817 -5.300 3.756  0.108
H -1.460 -6.636 2.742  0.121
H -3.473 -4.777 3.894  0.075
H -2.908 -6.282 4.729  0.090
H -3.607 -6.256 3.167  0.080
H 1.855 -3.732 1.665  0.066
H 1.046 -4.390 3.107  0.072
H 0.413 -2.927 2.503  0.066
O 5.417 -1.584 0.554  -0.304
S 4.084 -0.963 0.776  0.741
O 3.147 -1.580 1.746  -0.349
O 4.320 0.627 1.259  -0.258
C 3.291 1.398 1.937  -0.319
C 3.874 2.051 3.068  -0.083
C 3.119 -0.764 -0.825  -0.067
H 2.373 0.889 2.231  0.102
H 3.079 2.177 1.206  0.100
H 3.845 1.383 3.929  0.093
H 3.169 2.859 3.263  0.088
H 4.871 2.477 2.954  0.101
H 3.779 -0.717 -1.691  0.083
H 2.681 0.195 -0.548  0.012
H 2.340 -1.525 -0.877  0.042
O -1.814 -0.106 -2.787  -0.340
S -2.093 0.627 -4.023  0.723
O -3.080 0.299 -5.016  -0.242
O -2.330 2.179 -3.486  -0.265
C -3.390 2.314 -2.546  -0.265
C -4.034 3.742 -2.569  -0.051
C -0.491 0.937 -4.918  -0.060
H -3.061 2.161 -1.518  0.115
H -4.203 1.684 -2.908  0.117
H -4.422 4.062 -3.536  0.082
H -3.327 4.546 -2.361  0.061
H -4.790 3.728 -1.784  0.080
H 0.037 0.008 -5.135  0.083
H 0.023 1.682 -4.311  0.044
H -0.603 1.576 -5.794  0.077